P:
A 23-piece molecular cluster, C69H161N23O23 overall, computed with the ωB97M-V functional and the def2-TZVPD basis.

Summary:
highest occupied orbital energy: -8.531 eV
Kohn-Sham gap: 8.25 eV

```
! wB97M-V def2-TZVPD RIJCOSX def2/J DEFGRID3
* xyz 0 1
C -0.197 -5.930 4.149
O -0.396 -5.149 3.233
N 0.928 -6.655 4.233
C 1.262 -7.741 5.197
C 2.095 -6.457 3.351
H -0.939 -6.034 4.956
H 1.463 -8.691 4.701
H 0.392 -7.911 5.831
H 2.019 -7.399 5.903
H 1.944 -5.687 2.594
H 3.055 -6.249 3.824
H 2.280 -7.318 2.709
C -0.718 2.374 -6.134
O -0.849 1.991 -4.963
N -1.413 3.302 -6.770
C -1.336 3.392 -8.260
C -2.548 3.970 -6.187
H 0.048 1.950 -6.801
H -0.525 2.730 -8.564
H -1.188 4.401 -8.645
H -2.248 3.017 -8.723
H -3.532 3.612 -6.491
H -2.524 3.838 -5.106
H -2.674 5.036 -6.376
C 4.654 1.928 4.238
O 4.098 2.997 4.450
N 5.398 1.333 5.225
C 6.013 0.034 4.970
C 5.373 1.793 6.627
H 4.614 1.337 3.310
H 7.076 0.055 5.211
H 5.967 -0.259 3.921
H 5.550 -0.802 5.494
H 4.860 2.735 6.821
H 5.048 0.904 7.167
H 6.320 1.937 7.146
C -6.043 0.839 -3.056
O -6.814 -0.029 -2.689
N -4.812 0.949 -2.518
C -3.952 2.062 -2.847
C -4.363 -0.032 -1.577
H -6.155 1.525 -3.910
H -2.991 1.659 -3.166
H -3.687 2.640 -1.962
H -4.336 2.700 -3.643
H -4.859 -1.000 -1.648
H -3.281 -0.157 -1.633
H -4.471 0.322 -0.551
C 3.112 4.535 2.017
O 1.924 4.461 2.247
N 3.700 5.636 1.601
C 5.107 5.691 1.320
C 2.975 6.904 1.450
H 3.818 3.692 2.062
H 5.505 4.693 1.139
H 5.553 6.242 2.147
H 5.358 6.216 0.398
H 2.818 7.435 2.388
H 3.646 7.563 0.900
H 1.935 6.807 1.137
C 6.074 -5.443 -2.462
O 5.950 -6.450 -3.085
N 5.486 -4.266 -2.804
C 4.778 -4.060 -4.049
C 5.753 -3.029 -2.068
H 6.630 -5.340 -1.517
H 3.741 -3.794 -3.844
H 4.804 -4.895 -4.749
H 5.224 -3.217 -4.577
H 4.888 -2.380 -2.199
H 5.873 -3.285 -1.015
H 6.636 -2.452 -2.343
C -5.897 4.788 -2.555
O -5.016 5.368 -3.169
N -5.733 4.431 -1.279
C -6.792 3.670 -0.511
C -4.493 4.659 -0.563
H -6.863 4.494 -2.995
H -7.153 4.072 0.436
H -6.531 2.612 -0.488
H -7.725 3.537 -1.059
H -3.755 4.958 -1.306
H -4.624 5.480 0.142
H -4.117 3.802 -0.005
C 1.834 -3.227 6.476
O 2.386 -3.839 5.514
N 2.281 -2.034 6.938
C 1.386 -1.218 7.845
C 3.354 -1.432 6.331
H 0.885 -3.568 6.918
H 0.529 -0.793 7.323
H 1.899 -0.407 8.360
H 0.880 -1.840 8.583
H 4.094 -2.110 5.907
H 2.979 -0.750 5.567
H 3.919 -0.752 6.967
C 0.334 -3.054 -2.904
O 1.475 -3.510 -3.146
N -0.420 -2.314 -3.732
C -1.823 -2.045 -3.389
C 0.107 -1.758 -4.947
H -0.237 -3.424 -2.039
H -2.416 -2.500 -4.183
H -2.008 -0.971 -3.381
H -2.082 -2.485 -2.426
H 1.154 -1.989 -5.139
H -0.488 -2.182 -5.757
H -0.106 -0.701 -5.109
C -0.883 3.884 -2.139
O -1.455 3.442 -1.154
N 0.277 4.541 -2.094
C 0.730 5.295 -3.249
C 1.066 4.642 -0.881
H -1.305 3.801 -3.153
H 0.198 5.059 -4.170
H 1.753 4.943 -3.384
H 0.844 6.347 -2.988
H 2.075 4.326 -1.147
H 1.044 5.608 -0.376
H 0.752 3.945 -0.105
C -3.198 -5.694 -3.455
O -3.320 -5.225 -2.357
N -2.098 -6.364 -3.868
C -1.943 -6.466 -5.303
C -0.833 -6.475 -3.118
H -3.995 -5.811 -4.205
H -1.372 -7.374 -5.492
H -1.487 -5.592 -5.768
H -2.880 -6.402 -5.857
H -0.826 -6.075 -2.104
H -0.328 -7.439 -3.056
H -0.142 -5.895 -3.729
C -0.594 2.990 7.159
O -0.149 3.411 8.171
N 0.006 3.342 5.992
C -0.325 2.593 4.792
C 1.045 4.366 5.901
H -1.454 2.335 6.954
H 0.564 2.425 4.183
H -1.012 3.130 4.137
H -0.654 1.562 4.924
H 1.312 4.661 4.886
H 0.635 5.281 6.329
H 1.952 3.979 6.364
C 8.598 2.032 -4.121
O 8.775 3.190 -3.797
N 7.351 1.482 -4.091
C 7.105 0.155 -4.637
C 6.225 2.355 -3.765
H 9.411 1.318 -4.322
H 6.653 0.098 -5.627
H 6.530 -0.319 -3.842
H 7.968 -0.489 -4.799
H 5.456 1.810 -3.219
H 6.376 3.163 -3.049
H 5.810 2.700 -4.712
C -0.594 6.226 3.472
O -0.431 6.929 4.465
N -1.339 6.495 2.349
C -2.316 7.546 2.220
C -1.205 5.709 1.142
H -0.126 5.230 3.438
H -1.947 8.276 1.500
H -2.369 8.097 3.158
H -3.287 7.252 1.821
H -1.995 4.963 1.053
H -1.127 6.312 0.237
H -0.275 5.149 1.244
C 3.993 -2.074 0.864
O 4.539 -1.137 1.425
N 2.941 -2.810 1.286
C 2.140 -3.656 0.407
C 2.364 -2.692 2.624
H 4.198 -2.364 -0.178
H 2.115 -4.707 0.695
H 2.562 -3.737 -0.595
H 1.183 -3.163 0.235
H 3.042 -2.101 3.239
H 1.465 -2.077 2.597
H 2.077 -3.628 3.103
C 7.472 2.762 -0.559
O 7.254 3.960 -0.280
N 6.608 1.770 -0.336
C 6.907 0.360 -0.263
C 5.280 2.021 0.128
H 8.314 2.345 -1.134
H 7.785 0.160 -0.878
H 6.063 -0.143 -0.733
H 6.947 0.072 0.788
H 4.924 3.024 -0.107
H 4.557 1.267 -0.184
H 5.308 1.882 1.208
C -7.667 -2.492 -0.381
O -8.192 -2.663 0.707
N -7.059 -3.460 -1.082
C -6.655 -3.344 -2.449
C -6.953 -4.835 -0.482
H -7.602 -1.525 -0.903
H -7.234 -4.034 -3.064
H -5.592 -3.529 -2.599
H -6.956 -2.379 -2.855
H -7.824 -5.407 -0.803
H -6.185 -5.463 -0.933
H -6.762 -4.838 0.592
C -4.302 -5.878 3.212
O -5.117 -6.721 3.587
N -4.664 -4.576 3.111
C -5.973 -4.080 3.514
C -3.696 -3.534 2.753
H -3.238 -6.053 2.986
H -6.007 -3.762 4.556
H -6.821 -4.760 3.428
H -6.123 -3.200 2.890
H -2.743 -4.042 2.603
H -4.091 -3.071 1.849
H -3.716 -2.689 3.441
C 3.359 -0.414 -3.759
O 3.551 -0.484 -2.577
N 2.888 0.692 -4.376
C 2.664 0.654 -5.845
C 2.344 1.871 -3.755
H 3.433 -1.235 -4.488
H 1.650 0.886 -6.172
H 2.925 -0.322 -6.256
H 3.321 1.390 -6.310
H 1.314 1.928 -4.109
H 2.325 1.891 -2.665
H 2.884 2.758 -4.086
C -3.223 -2.124 -6.626
O -3.273 -3.320 -6.847
N -4.141 -1.458 -5.883
C -5.211 -2.130 -5.114
C -3.925 -0.029 -5.788
H -2.513 -1.513 -7.205
H -5.564 -3.020 -5.634
H -6.133 -1.562 -4.986
H -4.862 -2.465 -4.137
H -3.030 0.304 -6.313
H -4.691 0.611 -6.226
H -3.963 0.311 -4.753
C -4.080 0.657 3.787
O -5.207 0.462 4.302
N -3.929 1.238 2.591
C -2.666 1.584 1.982
C -5.099 1.814 1.869
H -3.105 0.363 4.205
H -2.679 2.637 1.699
H -2.525 1.038 1.049
H -1.796 1.367 2.602
H -5.939 1.121 1.919
H -5.311 2.838 2.176
H -4.818 1.936 0.823
C -1.159 -1.625 4.720
O -1.125 -0.533 4.168
N -1.818 -1.815 5.870
C -2.441 -0.770 6.624
C -1.942 -3.192 6.375
H -0.725 -2.553 4.317
H -3.529 -0.830 6.592
H -2.138 0.242 6.353
H -2.078 -0.933 7.639
H -2.983 -3.502 6.457
H -1.390 -3.889 5.744
H -1.637 -3.450 7.389
C -0.858 -1.339 0.601
O -1.520 -2.069 -0.187
N -0.150 -0.283 0.227
C 0.425 0.592 1.290
C 0.158 0.105 -1.147
H -0.917 -1.550 1.680
H 1.494 0.417 1.410
H -0.090 0.507 2.246
H 0.416 1.652 1.036
H -0.147 -0.567 -1.949
H -0.292 1.038 -1.485
H 1.242 0.204 -1.206
*
```

Atom charges from the Löwdin analysis, given in e for atoms 1 to 8: C -0.35; O -0.02; N -0.15; C -0.04; C -0.05; H 0.13; H 0.09; H 0.08


Q:
A 23-piece molecular cluster, C69H161N23O23 overall, computed with the ωB97M-V functional and the def2-TZVPD basis.

Summary:
highest occupied orbital energy: -8.268 eV
Kohn-Sham gap: 8.15 eV

```
! wB97M-V def2-TZVPD RIJCOSX def2/J DEFGRID3
* xyz 0 1
C 1.797 -1.690 -4.069
C 0.396 -2.083 -4.568
O 0.098 -2.183 -5.793
N -0.513 -2.206 -3.618
C -1.850 -2.704 -3.895
H 1.913 -1.861 -2.999
H 2.009 -0.664 -4.371
H 2.560 -2.352 -4.481
H -0.337 -1.997 -2.645
H -2.353 -3.009 -2.978
H -1.829 -3.562 -4.567
H -2.358 -1.893 -4.417
C 7.146 0.634 3.738
C 6.210 0.021 4.750
O 6.246 0.470 5.943
N 5.316 -0.826 4.331
C 4.309 -1.456 5.130
H 7.895 -0.135 3.546
H 7.523 1.442 4.365
H 6.759 1.044 2.805
H 5.195 -0.961 3.338
H 3.310 -1.075 4.919
H 4.414 -1.426 6.215
H 4.395 -2.529 4.955
C 4.008 5.635 -1.926
C 3.429 6.937 -2.451
O 2.701 7.656 -1.787
N 3.818 7.339 -3.664
C 3.258 8.565 -4.245
H 4.127 4.864 -2.686
H 3.284 5.271 -1.197
H 4.920 5.868 -1.375
H 4.590 6.863 -4.108
H 2.678 8.221 -5.102
H 3.988 9.190 -4.760
H 2.568 9.214 -3.706
C -2.495 2.615 4.778
C -3.789 3.388 4.754
O -3.681 4.544 4.994
N -4.977 2.752 4.529
C -6.238 3.380 4.715
H -2.116 2.444 5.786
H -1.695 2.994 4.142
H -2.764 1.611 4.451
H -4.976 1.748 4.422
H -7.063 2.673 4.629
H -6.333 4.192 3.994
H -6.207 3.865 5.691
C 6.184 -3.462 -1.013
C 4.903 -4.006 -1.607
O 4.223 -3.357 -2.389
N 4.401 -5.154 -1.177
C 4.952 -5.950 -0.045
H 6.781 -3.110 -1.854
H 6.739 -4.120 -0.344
H 6.003 -2.560 -0.429
H 3.468 -5.348 -1.514
H 5.793 -6.593 -0.305
H 4.133 -6.597 0.267
H 5.250 -5.460 0.882
C -5.089 -4.064 -2.021
C -4.769 -4.956 -3.212
O -4.121 -5.993 -2.989
N -5.340 -4.595 -4.393
C -5.385 -5.504 -5.517
H -5.451 -4.714 -1.225
H -5.884 -3.345 -2.219
H -4.195 -3.505 -1.744
H -5.896 -3.759 -4.501
H -4.541 -6.179 -5.376
H -5.270 -4.861 -6.390
H -6.296 -6.102 -5.498
C -3.090 -1.403 -7.557
C -3.211 -0.163 -6.661
O -4.200 0.507 -6.633
N -2.134 0.096 -5.965
C -1.978 1.237 -5.058
H -3.624 -2.235 -7.098
H -2.031 -1.654 -7.620
H -3.418 -1.182 -8.572
H -1.359 -0.550 -5.979
H -2.655 2.075 -5.226
H -0.945 1.586 -5.068
H -2.142 0.860 -4.049
C -3.220 8.370 -1.183
C -2.013 7.583 -0.751
O -2.070 6.875 0.242
N -0.933 7.639 -1.419
C -0.478 8.638 -2.490
H -3.155 9.375 -0.765
H -4.049 7.886 -0.666
H -3.359 8.384 -2.264
H -0.259 6.937 -1.148
H 0.147 8.062 -3.172
H -0.001 9.500 -2.022
H -1.314 9.041 -3.061
C -1.983 -4.630 0.708
C -1.138 -4.650 2.015
O 0.048 -5.003 1.991
N -1.803 -4.321 3.105
C -1.290 -4.297 4.417
H -1.368 -3.977 0.088
H -2.864 -4.037 0.954
H -2.289 -5.541 0.194
H -2.802 -4.258 2.970
H -0.880 -5.253 4.743
H -2.086 -3.930 5.066
H -0.516 -3.531 4.461
C -3.230 3.433 1.122
C -1.736 3.152 1.131
O -1.251 2.119 1.608
N -1.017 4.183 0.724
C 0.410 4.084 0.550
H -3.471 4.303 1.732
H -3.712 2.594 1.624
H -3.553 3.706 0.117
H -1.465 5.043 0.442
H 0.752 5.119 0.578
H 0.712 3.593 -0.375
H 0.823 3.636 1.454
C 2.301 -5.054 4.680
C 3.219 -5.011 5.862
O 4.147 -5.805 5.939
N 2.953 -4.098 6.821
C 3.637 -3.945 8.053
H 2.367 -4.178 4.035
H 1.272 -4.981 5.034
H 2.462 -6.030 4.222
H 2.148 -3.494 6.734
H 4.183 -3.013 8.196
H 4.339 -4.773 8.146
H 2.985 -4.109 8.911
C -6.714 -4.340 1.362
C -5.464 -5.075 1.932
O -4.689 -4.492 2.693
N -5.303 -6.375 1.584
C -4.258 -7.246 2.019
H -7.426 -5.058 0.954
H -6.426 -3.691 0.535
H -7.239 -3.723 2.091
H -5.845 -6.780 0.834
H -3.561 -7.351 1.187
H -4.812 -8.145 2.286
H -3.704 -6.834 2.863
C 4.104 -0.012 -0.778
C 4.023 -0.891 0.534
O 4.763 -0.563 1.497
N 3.195 -1.928 0.577
C 3.127 -2.783 1.670
H 3.688 -0.493 -1.663
H 5.114 0.301 -1.043
H 3.672 0.987 -0.727
H 2.758 -2.097 -0.318
H 3.658 -3.722 1.512
H 2.091 -3.018 1.914
H 3.539 -2.231 2.515
C -0.028 1.834 -7.819
C 1.129 1.096 -7.202
O 1.699 1.594 -6.262
N 1.535 -0.054 -7.742
C 0.951 -0.783 -8.829
H -0.278 2.787 -7.353
H -0.920 1.212 -7.889
H 0.298 1.995 -8.846
H 2.395 -0.448 -7.389
H 0.753 -1.837 -8.633
H 1.691 -0.714 -9.627
H 0.008 -0.348 -9.161
C 3.956 6.403 1.750
C 3.521 5.113 2.448
O 2.469 5.075 3.083
N 4.077 3.966 2.170
C 5.353 3.723 1.630
H 4.580 7.086 2.326
H 3.104 7.040 1.513
H 4.431 6.164 0.799
H 3.505 3.176 2.433
H 6.204 4.212 2.104
H 5.387 4.098 0.607
H 5.553 2.653 1.585
C -3.376 0.529 -1.298
C -4.683 -0.085 -1.036
O -4.750 -1.212 -0.716
N -5.727 0.721 -1.263
C -7.140 0.317 -1.096
H -2.875 0.555 -0.330
H -3.431 1.559 -1.652
H -2.839 -0.004 -2.083
H -5.570 1.716 -1.338
H -7.253 -0.764 -1.016
H -7.746 0.709 -1.914
H -7.580 0.639 -0.152
C -3.862 -0.909 2.579
C -5.279 -0.523 2.949
O -5.480 -0.044 4.060
N -6.208 -0.699 1.994
C -7.582 -0.372 2.179
H -3.285 -1.127 3.478
H -3.370 -0.071 2.086
H -3.873 -1.789 1.937
H -5.871 -1.013 1.095
H -7.728 0.707 2.131
H -7.928 -0.753 3.140
H -8.262 -0.864 1.482
C 0.847 -8.296 -0.188
C 1.090 -7.140 -1.115
O 1.608 -7.430 -2.189
N 0.741 -5.885 -0.774
C 0.877 -4.702 -1.587
H 0.118 -8.953 -0.662
H 0.442 -8.019 0.786
H 1.791 -8.688 0.190
H 0.309 -5.834 0.138
H -0.114 -4.269 -1.723
H 1.276 -4.794 -2.597
H 1.507 -3.941 -1.126
C -1.043 -0.915 5.858
C -0.018 -1.345 6.821
O 0.987 -1.906 6.358
N -0.268 -1.118 8.087
C 0.552 -1.410 9.246
H -1.219 0.154 5.970
H -1.939 -1.527 5.959
H -0.633 -1.010 4.853
H -1.186 -0.834 8.397
H 0.483 -0.536 9.893
H 1.595 -1.640 9.028
H 0.209 -2.272 9.818
C 1.036 4.777 6.785
C 1.094 3.386 6.177
O 0.742 2.367 6.805
N 1.552 3.311 4.961
C 1.553 2.026 4.295
H 1.894 5.312 6.378
H 1.303 4.747 7.842
H 0.148 5.397 6.664
H 1.633 4.173 4.441
H 2.245 1.901 3.463
H 0.613 1.957 3.747
H 1.567 1.144 4.936
C -0.455 -1.165 1.189
C 0.036 -0.729 -0.255
O 0.379 -1.609 -1.046
N 0.116 0.591 -0.458
C 0.473 1.200 -1.748
H 0.445 -1.393 1.760
H -1.139 -2.014 1.189
H -0.956 -0.284 1.589
H -0.513 1.062 0.176
H 0.307 0.521 -2.584
H 1.539 1.425 -1.710
H -0.133 2.065 -2.017
C 1.465 5.040 -4.883
C 0.512 4.711 -3.691
O 0.795 4.804 -2.501
N -0.748 4.454 -4.075
C -1.881 4.369 -3.223
H 2.456 4.699 -4.584
H 1.598 6.092 -5.138
H 1.230 4.508 -5.805
H -0.928 4.539 -5.065
H -2.218 3.350 -3.037
H -2.692 4.968 -3.636
H -1.638 4.726 -2.222
C 5.741 -1.245 -4.502
C 5.677 0.273 -4.305
O 6.379 0.793 -3.453
N 4.785 0.958 -5.037
C 4.517 2.418 -4.799
H 4.765 -1.720 -4.403
H 6.475 -1.845 -3.963
H 6.040 -1.353 -5.544
H 4.195 0.459 -5.687
H 5.082 2.729 -3.920
H 3.450 2.580 -4.643
H 4.800 3.089 -5.610
*
```

Atom charges from the Löwdin analysis, given in e for atoms 1 to 8: C 0.01; C -0.50; O -0.03; N 0.03; C -0.04; H 0.05; H 0.07; H 0.07


Winner for stability: Q